# 1
The following is a DFT calculation (ωB97M-V with the def2-TZVPD basis set) of a 5-piece molecular cluster, C18H32N4O5S overall.

Output
Max |F| ... 10.1 eV Å⁻¹
Energy relative to the best compared isomer or geometry (same formula, charge and spin) ... 989.13 kJ/mol
Lowest unoccupied orbital energy ... -0.932 eV
E_HOMO ... -10.7 eV

The geometry in XYZ format:
```
60
C18H32N4O5S, DFT ωB97M-V with the def2-TZVPD basis set
C 3.908 0.379 -0.546
S 3.355 2.167 -0.527
O 3.710 2.936 -1.855
O 4.211 2.875 0.595
O 1.723 2.422 -0.111
C 0.904 1.211 -0.268
O 0.575 0.553 0.867
O 0.431 0.797 -1.623
H 4.782 0.304 -1.356
H 3.099 -0.397 -0.879
H 4.365 0.069 0.503
H 1.261 0.349 -2.016
C -3.135 0.736 0.802
C -3.643 0.954 -0.620
C -4.475 -0.220 -1.140
C -3.629 -1.483 -1.156
N -2.928 -2.530 -1.168
H -2.465 -0.127 0.865
H -2.571 1.611 1.141
H -3.968 0.577 1.496
H -2.784 1.122 -1.281
H -4.252 1.864 -0.645
H -4.826 -0.010 -2.156
H -5.352 -0.381 -0.504
C -5.554 -5.605 1.222
C -4.587 -5.180 2.322
C -5.222 -4.229 3.339
C -5.686 -2.963 2.638
N -6.070 -1.912 2.056
H -5.891 -4.750 0.628
H -5.067 -6.305 0.537
H -6.436 -6.100 1.645
H -3.714 -4.702 1.861
H -4.227 -6.073 2.844
H -4.494 -3.965 4.113
H -6.079 -4.705 3.828
C 0.604 7.084 2.477
C 1.563 5.948 2.823
C 1.235 4.649 2.084
C -0.162 4.183 2.459
N -1.322 3.797 2.770
H -0.423 6.850 2.773
H 0.893 7.998 3.005
H 0.614 7.293 1.402
H 1.535 5.778 3.906
H 2.583 6.256 2.571
H 1.958 3.871 2.355
H 1.287 4.798 1.001
C 6.484 -3.155 -3.763
C 4.980 -3.011 -3.554
C 4.417 -1.721 -4.154
C 5.076 -0.519 -3.497
N 5.623 0.478 -2.953
H 7.040 -2.354 -3.266
H 6.837 -4.103 -3.345
H 6.735 -3.138 -4.830
H 4.766 -3.046 -2.479
H 4.474 -3.869 -4.011
H 3.335 -1.672 -3.990
H 4.598 -1.687 -5.233
```



# 2
The following is a DFT calculation (ωB97M-V with the def2-TZVPD basis set) of C37H31CrN2O3S as an isolated structure.

Output
Max |F| ... 4.8 eV Å⁻¹
2S+1 ... 4
Energy relative to the best compared isomer or geometry (same formula, charge and spin) ... 0.00 kJ/mol
Lowest unoccupied orbital energy (alpha / beta) ... -5.034 / -8.289 eV
E_HOMO (alpha / beta) ... -11.7 / -13.5 eV
Expectation value of S² ... 3.839
Total charge ... +2

The geometry in XYZ format:
```
75
C37H31CrN2O3S, DFT ωB97M-V with the def2-TZVPD basis set
O 5.510 1.470 5.622
C 5.305 1.345 4.484
Cr 4.794 0.872 2.709
C 3.247 0.232 3.557
O 2.388 -0.251 4.184
C 5.467 -0.862 3.117
O 5.769 -1.909 3.528
C 6.297 1.976 1.583
C 5.316 2.860 2.053
C 3.958 2.600 1.823
C 3.556 1.504 1.018
C 2.152 1.140 0.839
C 0.995 0.747 0.993
C -0.328 0.432 1.318
C -0.669 -0.929 1.707
C 0.330 -1.906 1.942
C -0.007 -3.220 2.279
C -1.352 -3.604 2.326
C -2.353 -2.652 2.124
C -2.010 -1.317 1.918
C -1.167 1.577 1.691
C -0.955 2.836 1.080
C -1.612 3.979 1.540
C -2.504 3.908 2.620
C -2.696 2.681 3.266
C -2.030 1.541 2.816
C 4.554 0.580 0.632
C 5.912 0.846 0.858
H 7.354 2.147 1.805
H 5.601 3.732 2.648
H 3.190 3.248 2.261
H 1.380 -1.604 1.898
H 0.772 -3.947 2.498
H -1.626 -4.637 2.544
H -3.408 -2.934 2.139
H -2.793 -0.556 1.917
H -0.246 2.903 0.253
H -1.434 4.936 1.044
H -3.030 4.801 2.959
H -3.364 2.614 4.124
H -2.137 0.616 3.384
H 4.238 -0.349 0.151
H 6.658 0.126 0.517
C 1.751 -1.431 -1.158
C 1.045 -1.380 -2.498
C 2.034 -1.183 -3.648
C -0.081 -0.317 -2.574
C -0.679 -0.473 -3.964
C -2.079 0.050 -4.123
N -2.867 -0.415 -2.980
C -4.238 -0.660 -3.060
C -4.783 -1.008 -1.826
C -6.136 -1.333 -1.722
C -6.934 -1.275 -2.872
C -6.369 -0.950 -4.115
C -5.003 -0.658 -4.225
S -3.567 -0.981 -0.588
C -2.296 -0.534 -1.735
N -1.040 -0.423 -1.443
H 2.266 -0.494 -0.932
H 1.039 -1.614 -0.350
H 2.485 -2.251 -1.153
H 0.551 -2.363 -2.636
H 2.429 -0.155 -3.655
H 2.875 -1.875 -3.551
H 1.565 -1.375 -4.619
H 0.392 0.683 -2.477
H -0.035 0.032 -4.688
H -0.678 -1.545 -4.223
H -2.073 1.156 -4.170
H -2.534 -0.347 -5.033
H -6.533 -1.612 -0.752
H -8.001 -1.483 -2.804
H -6.993 -0.919 -5.010
H -4.535 -0.440 -5.185
```



# 3
The following is a DFT calculation (ωB97M-V with the def2-TZVPD basis set) of C8H22CdN2O10S2 as an isolated structure.

Output
Max |F| ... 7.4 eV Å⁻¹
Lowest unoccupied orbital energy ... 4.040 eV
E_HOMO ... 1.1 eV
Total charge ... -2

The geometry in XYZ format:
```
45
C8H22CdN2O10S2, DFT ωB97M-V with the def2-TZVPD basis set
Cd 0.319 0.226 0.265
S 1.767 1.261 3.138
O 0.952 0.500 2.229
O 1.395 2.643 3.120
O 1.706 0.760 4.460
O 3.165 1.176 2.749
S 2.668 2.446 -0.388
O 1.993 3.471 0.466
O 1.710 1.351 -0.545
O 2.972 3.114 -1.600
O 3.872 1.975 0.268
C 1.220 -4.090 0.138
C 0.462 -2.731 0.087
C -0.614 -2.308 1.093
O -1.171 -0.936 1.006
C -2.261 -0.682 1.782
N 1.468 -1.698 0.178
H 2.016 -4.037 0.880
H 1.655 -4.508 -0.770
H 0.439 -4.734 0.544
H 0.079 -2.804 -0.931
H 0.020 -2.377 1.977
H -1.281 -3.170 1.106
H -2.235 0.389 1.983
H -2.229 -1.186 2.747
H -3.190 -1.078 1.372
H 2.286 -1.821 -0.401
H 1.706 -1.609 1.156
C -2.932 2.597 -1.337
C -1.959 1.446 -1.094
C -1.183 0.840 -2.185
O -0.415 -0.305 -1.760
C 0.587 -0.623 -2.732
N -1.017 1.822 -0.025
H -2.546 3.616 -1.362
H -3.638 2.840 -0.543
H -3.595 2.294 -2.148
H -2.561 0.639 -0.677
H -0.543 1.665 -2.499
H -1.814 0.692 -3.061
H 1.195 -1.495 -2.491
H 1.239 0.249 -2.796
H 0.118 -0.745 -3.708
H -1.400 2.386 0.721
H -0.420 2.539 -0.413
```



# 4
The following is a DFT calculation (ωB97M-V with the def2-TZVPD basis set) of C26H40N4PdSi4 as an isolated structure.

Output
Max |F| ... 1.4 eV Å⁻¹
Energy relative to the best compared isomer or geometry (same formula, charge and spin) ... 0.00 kJ/mol
Lowest unoccupied orbital energy (alpha / beta) ... -1.037 / -1.032 eV
E_HOMO (alpha / beta) ... -6.7 / -6.7 eV

The geometry in XYZ format:
```
75
C26H40N4PdSi4, DFT ωB97M-V with the def2-TZVPD basis set
Pd 0.747 0.396 -0.130
C 4.610 1.105 3.991
C 4.677 1.589 2.690
C 3.527 1.727 1.936
C 2.269 1.430 2.479
C 2.215 0.926 3.784
C 3.376 0.759 4.522
N 1.159 1.630 1.660
C 0.030 2.216 2.067
C -0.183 2.836 3.330
C -1.355 3.489 3.602
C -2.383 3.604 2.642
C -2.211 3.080 1.394
C -1.028 2.370 1.085
N -0.727 1.912 -0.135
N -1.457 2.175 -1.172
C -0.774 2.066 -2.357
C -1.388 2.560 -3.522
C -0.676 2.588 -4.697
C 0.632 2.106 -4.719
C 1.147 1.589 -3.545
N 0.480 1.551 -2.396
H 5.514 0.986 4.574
H 5.634 1.858 2.261
H 3.567 2.077 0.911
H 1.262 0.624 4.200
H 3.316 0.354 5.525
H 0.597 2.816 4.075
H -1.486 3.935 4.580
H -3.300 4.124 2.889
H -2.958 3.198 0.620
H -2.392 2.954 -3.447
H -1.121 2.993 -5.597
H 1.227 2.125 -5.621
H 2.147 1.166 -3.523
C -2.300 -3.555 -2.612
Si -1.762 -1.745 -2.775
C -0.378 -1.649 -4.057
C -3.239 -0.671 -3.273
Si -0.944 -1.021 -0.651
Si 2.287 -1.370 -0.145
C 1.581 -3.101 -0.598
C 3.304 -1.779 1.414
C 3.477 -0.946 -1.584
Si -2.302 -1.451 1.274
C -3.919 -0.478 1.136
C -1.369 -0.908 2.822
C -2.632 -3.313 1.396
H -2.602 -3.953 -3.583
H -3.143 -3.669 -1.928
H -1.481 -4.174 -2.239
H -0.770 -1.670 -5.076
H 0.315 -2.486 -3.945
H 0.193 -0.730 -3.937
H -3.400 -0.701 -4.353
H -3.075 0.370 -2.990
H -4.155 -1.011 -2.786
H 0.872 -3.446 0.162
H 2.387 -3.839 -0.659
H 1.062 -3.088 -1.562
H 2.652 -1.933 2.277
H 4.022 -1.005 1.680
H 3.849 -2.709 1.231
H 3.029 -1.258 -2.531
H 4.429 -1.469 -1.464
H 3.684 0.125 -1.644
H -3.706 0.582 0.978
H -4.509 -0.563 2.051
H -4.536 -0.823 0.304
H -1.373 0.179 2.913
H -0.326 -1.231 2.783
H -1.824 -1.320 3.726
H -3.138 -3.702 0.511
H -3.257 -3.536 2.263
H -1.697 -3.865 1.513
```